Entry from the Open Molecules 2025 dataset: C27H33O2Pt as an isolated structure (the ωB97M-V functional and the def2-TZVPD basis).

Structure (XYZ):
```
63
Properties=species:S:1:pos:R:3
O -0.53 -0.28 -4.20
C -0.45 1.00 -4.92
C -0.24 0.40 -6.30
H 0.42 1.60 -4.60
H -1.37 1.57 -4.75
C -0.28 -0.92 -5.50
H 0.71 0.64 -6.80
H -1.09 0.56 -6.97
C 1.06 -1.61 -5.45
H 1.81 -0.97 -4.98
H 1.39 -1.93 -6.44
H 0.93 -2.51 -4.83
C -1.38 -1.82 -6.01
H -2.34 -1.31 -6.06
H -1.45 -2.71 -5.39
H -1.13 -2.16 -7.02
Pt -0.48 -0.26 1.24
C -3.39 -1.27 3.00
C -3.03 0.09 3.02
C -2.52 0.45 1.71
H -3.16 0.80 3.84
C -2.55 -0.79 0.88
C -3.11 -1.82 1.73
H -3.32 -2.83 1.40
H -3.88 -1.81 3.81
H -2.51 1.46 1.29
H -2.59 -0.77 -0.21
C 0.80 -2.64 2.82
C -0.10 -3.07 1.81
C 0.16 -2.33 0.60
H -0.82 -3.87 1.92
C 1.32 -1.45 0.89
C 1.61 -1.61 2.30
H 2.41 -1.08 2.83
H 0.91 -3.07 3.81
H -0.17 -2.53 -0.42
H 2.04 -1.13 0.15
O 2.03 0.68 -3.03
C 1.20 -0.04 -2.11
C -0.05 0.78 -1.74
H 1.81 -0.14 -1.21
H 0.97 -1.03 -2.52
C 0.35 2.21 -2.16
H -0.22 0.71 -0.64
H -0.91 0.37 -2.28
C 1.76 2.08 -2.75
H 0.35 2.84 -1.27
H -0.36 2.61 -2.90
H 2.49 2.49 -2.02
H 1.85 2.64 -3.72
C 0.15 0.83 2.70
C 0.50 1.31 3.81
C 0.90 1.68 5.13
C 0.10 2.52 5.94
C 0.48 2.80 7.26
C 1.67 2.27 7.77
C 2.41 1.34 7.02
C 2.03 1.06 5.71
H -0.86 2.88 5.55
H -0.16 3.43 7.89
H 2.00 2.53 8.78
H 3.27 0.83 7.46
H 2.56 0.30 5.13
```

Output
Expectation value of S²   2.050
Max |F|   4.42 eV/A
Energy relative to the best compared isomer or geometry (same formula, charge and spin)   0.00 kcal per mole
Highest occupied orbital energy (spin up / spin down)   -2.7 / -3.9 eV
DFT total energy   -1318.19170 a.u.
Net charge   -1
Gap between HOMO and LUMO (spin up / spin down)   0.188 / 0.231 Ha
2S+1   3

Entry from the Open Molecules 2025 dataset: C27H33O2Tl as an isolated structure (the ωB97M-V functional and the def2-TZVPD basis).

Structure (XYZ):
```
63
Properties=species:S:1:pos:R:3
O 0.27 -0.02 -5.98
C 0.09 1.27 -6.63
C -0.15 0.67 -8.02
H 1.00 1.87 -6.58
H -0.78 1.81 -6.24
C 0.07 -0.67 -7.27
H 0.62 0.91 -8.75
H -1.16 0.81 -8.40
C 1.30 -1.41 -7.75
H 2.18 -0.76 -7.80
H 1.10 -1.79 -8.77
H 1.51 -2.26 -7.10
C -1.15 -1.57 -7.28
H -2.05 -1.03 -6.97
H -0.99 -2.42 -6.61
H -1.30 -1.95 -8.30
Tl 0.26 0.48 2.07
C -2.45 -0.82 3.23
C -2.14 0.56 3.41
C -2.26 1.20 2.13
H -1.93 1.05 4.37
C -2.68 0.21 1.18
C -2.76 -1.03 1.86
H -3.06 -1.98 1.41
H -2.49 -1.57 4.02
H -2.15 2.27 1.94
H -2.95 0.39 0.14
C 0.97 -2.00 3.54
C 0.20 -2.78 2.64
C 0.71 -2.61 1.32
H -0.63 -3.44 2.92
C 1.83 -1.73 1.39
C 1.98 -1.33 2.76
H 2.78 -0.70 3.16
H 0.85 -1.94 4.62
H 0.34 -3.11 0.42
H 2.47 -1.45 0.55
O 0.11 0.23 -0.29
C -0.30 -0.64 -1.37
C -0.60 0.28 -2.55
H -1.17 -1.22 -1.04
H 0.53 -1.34 -1.59
C 0.29 1.49 -2.29
H -1.66 0.57 -2.49
H -0.41 -0.17 -3.53
C 0.25 1.61 -0.77
H -0.04 2.40 -2.79
H 1.32 1.27 -2.59
H -0.63 2.19 -0.42
H 1.16 2.06 -0.34
C 1.00 1.80 3.43
C 0.92 1.41 4.60
C 1.00 1.37 6.01
C 0.06 2.12 6.72
C 0.08 2.06 8.10
C 1.07 1.30 8.74
C 2.07 0.61 8.01
C 2.05 0.67 6.63
H -0.64 2.74 6.15
H -0.69 2.60 8.67
H 1.07 1.23 9.83
H 2.85 0.03 8.52
H 2.82 0.21 6.00
```

Output
Max |F|   2.35 eV/A
Energy relative to the best compared isomer or geometry (same formula, charge and spin)   0.00 kcal per mole
Highest occupied orbital energy   -7.1 eV
DFT total energy   -1371.27412 a.u.
Net charge   0
Gap between HOMO and LUMO   0.216 Ha
2S+1   1

Entry from the Open Molecules 2025 dataset: C27H34AuN3PSb as an isolated structure (the ωB97M-V functional and the def2-TZVPD basis).

Structure (XYZ):
```
67
Properties=species:S:1:pos:R:3
Au 0.58 0.01 -0.71
C 1.04 -1.71 4.93
N 1.15 -2.42 3.57
C -0.12 -3.26 3.37
N -1.28 -2.45 3.50
C -1.33 -1.82 4.81
N -0.16 -0.96 5.01
C -0.17 0.22 4.15
P -0.10 -0.21 2.32
C 1.32 -1.44 2.46
C -1.46 -1.50 2.41
H 1.91 -1.06 5.03
H 1.07 -2.48 5.70
H 1.96 -3.04 3.60
H -0.11 -4.04 4.12
H -0.06 -3.70 2.37
H -1.34 -2.59 5.58
H -2.24 -1.23 4.90
H 0.66 0.87 4.41
H -1.09 0.78 4.32
H 2.25 -0.89 2.61
H 1.40 -1.98 1.52
H -1.52 -2.04 1.46
H -2.41 -0.98 2.54
C 1.81 -1.95 -3.63
C 3.29 -1.66 -3.74
C 4.03 -2.22 -4.77
C 5.39 -1.96 -4.91
C 6.03 -1.12 -4.02
C 5.31 -0.54 -2.99
C 3.95 -0.81 -2.85
Sb 3.07 0.23 -1.22
C 3.34 2.22 -1.96
C 2.74 2.32 -3.22
C 2.79 3.52 -3.91
C 3.43 4.61 -3.34
C 4.01 4.49 -2.09
C 3.98 3.30 -1.37
C 4.62 3.24 -0.01
C 3.99 -0.54 0.56
C 4.25 0.30 1.63
C 4.86 -0.18 2.78
C 5.21 -1.52 2.86
C 4.90 -2.37 1.81
C 4.28 -1.91 0.65
C 3.91 -2.91 -0.42
H 1.50 -2.67 -4.38
H 1.22 -1.04 -3.77
H 1.57 -2.36 -2.64
H 3.54 -2.87 -5.48
H 5.94 -2.41 -5.72
H 7.09 -0.91 -4.12
H 5.81 0.13 -2.29
H 2.25 1.47 -3.66
H 2.33 3.59 -4.89
H 3.49 5.55 -3.88
H 4.51 5.35 -1.65
H 5.25 4.11 0.16
H 5.25 2.35 0.08
H 3.86 3.23 0.77
H 3.97 1.35 1.58
H 5.07 0.50 3.60
H 5.72 -1.90 3.73
H 5.17 -3.42 1.87
H 3.82 -3.90 0.00
H 4.68 -2.95 -1.19
H 2.97 -2.65 -0.90
```

Output
Max |F|   0.74 eV/A
Energy relative to the best compared isomer or geometry (same formula, charge and spin)   0.00 kcal per mole
Highest occupied orbital energy   -13.9 eV
DFT total energy   -1930.22556 a.u.
Net charge   +2
Gap between HOMO and LUMO   0.265 Ha
2S+1   1